(1)
Formula: C36H86F6NbO11S
Source: the Open Molecules 2025 dataset
Level of theory: ωB97M-V/def2-TZVPD

```
141
C36H86F6NbO11S ωB97M-V/def2-TZVPD
C 9.830 -0.553 0.172
C 8.812 0.312 -0.778
C 7.557 1.019 0.005
C 6.284 0.029 0.309
C 5.416 0.494 1.661
Nb 4.922 -0.365 -1.475
O 3.269 -0.242 -0.109
C 3.430 -0.945 -3.109
C 1.855 -0.888 -2.654
C 1.324 -2.191 -1.814
C -0.053 -1.737 -0.981
O 0.246 -1.052 0.293
C -0.408 0.285 0.321
C 5.034 -2.605 -0.936
C 6.392 -3.349 -1.475
C 7.280 -4.030 -0.264
F 5.987 -4.491 -2.373
S 4.551 2.090 -1.947
O 3.014 2.227 -2.283
O 4.767 2.908 -0.651
C 5.461 2.724 -3.455
F 5.659 1.572 -4.398
F 4.611 3.718 -4.206
C 6.946 3.351 -3.169
F 7.028 4.290 -2.027
F 7.994 2.267 -3.134
F 7.293 4.166 -4.393
H 10.933 -0.307 -0.213
H 9.761 -0.258 1.305
H 9.688 -1.711 -0.032
H 8.358 -0.287 -1.682
H 9.460 1.194 -1.246
H 7.969 1.379 1.064
H 7.211 1.965 -0.622
H 6.754 -1.025 0.614
H 4.657 1.357 1.443
H 4.813 -0.462 1.995
H 6.186 0.865 2.468
H 6.336 -0.481 -2.610
H 3.069 -1.146 0.273
H 3.558 -0.168 -3.993
H 3.641 -2.031 -3.517
H 1.214 -0.851 -3.659
H 1.554 0.076 -2.055
H 0.949 -3.053 -2.550
H 2.061 -2.598 -1.001
H -0.738 -2.693 -0.786
H -0.708 -1.011 -1.652
H -1.561 0.247 0.074
H 0.145 1.047 -0.393
H -0.317 0.734 1.408
H 4.115 -3.217 -1.387
H 4.932 -2.747 0.245
H 7.062 -2.597 -2.074
H 8.026 -4.847 -0.695
H 7.899 -3.167 0.271
H 6.627 -4.599 0.545
C -4.567 2.187 3.628
C -3.114 1.995 3.221
C -2.181 2.138 4.412
O -2.770 2.963 2.232
H -4.729 3.189 4.041
H -5.226 2.094 2.758
H -4.867 1.448 4.377
H -2.986 1.006 2.769
H -2.259 3.138 4.853
H -1.138 2.010 4.102
H -2.410 1.397 5.184
H -2.880 3.845 2.624
C -7.154 1.961 -0.614
C -7.052 0.635 0.124
C -8.074 -0.366 -0.392
O -7.264 0.852 1.516
H -8.143 2.413 -0.472
H -6.422 2.676 -0.224
H -6.980 1.830 -1.687
H -6.043 0.225 0.006
H -9.094 0.004 -0.242
H -7.997 -1.311 0.156
H -7.927 -0.566 -1.458
H -8.158 1.216 1.630
C -9.566 4.927 -1.109
C -9.838 5.173 0.367
C -9.923 6.659 0.675
O -8.795 4.589 1.143
H -8.610 5.370 -1.410
H -9.496 3.854 -1.313
H -10.359 5.351 -1.732
H -10.775 4.683 0.655
H -8.979 7.163 0.436
H -10.106 6.821 1.742
H -10.727 7.135 0.105
H -7.960 5.017 0.894
C 5.196 -4.226 -6.069
C 4.168 -3.160 -6.414
C 4.199 -2.818 -7.895
O 4.434 -1.984 -5.653
H 6.211 -3.879 -6.295
H 5.171 -4.452 -4.998
H 5.010 -5.149 -6.627
H 3.168 -3.510 -6.137
H 5.179 -2.422 -8.185
H 3.463 -2.041 -8.126
H 3.983 -3.699 -8.507
H 5.320 -1.666 -5.891
C -1.898 1.210 9.671
C -1.196 1.510 8.357
C 0.158 2.162 8.589
O -2.011 2.380 7.574
H -2.081 2.130 10.238
H -2.877 0.752 9.489
H -1.304 0.530 10.290
H -1.066 0.583 7.788
H 0.049 3.116 9.117
H 0.647 2.384 7.634
H 0.814 1.511 9.175
H -2.131 3.206 8.071
C 5.712 -9.714 -4.789
C 5.259 -8.265 -4.872
C 4.145 -7.974 -3.879
O 4.798 -7.989 -6.192
H 4.888 -10.396 -5.026
H 6.505 -9.911 -5.517
H 6.087 -9.953 -3.789
H 6.108 -7.602 -4.676
H 3.265 -8.595 -4.084
H 3.820 -6.931 -3.958
H 4.473 -8.162 -2.851
H 4.044 -8.573 -6.375
C -10.709 4.411 4.413
C -11.820 3.418 4.109
C -11.362 1.987 4.338
O -12.232 3.572 2.754
H -9.846 4.245 3.759
H -11.050 5.436 4.233
H -10.381 4.329 5.454
H -12.688 3.632 4.742
H -10.521 1.735 3.681
H -12.167 1.283 4.103
H -11.053 1.832 5.376
H -11.468 3.384 2.184
```

Results
Net charge: -1
Orbital gap (hartree): 0.219

(2)
Formula: C36H86N2O8
Source: the Open Molecules 2025 dataset
Level of theory: ωB97M-V/def2-TZVPD

```
132
C36H86N2O8 ωB97M-V/def2-TZVPD
C 2.616 0.097 -2.198
C 1.417 -0.340 -1.329
C 0.974 1.059 -0.952
C -0.354 1.133 -0.200
C -1.500 0.468 -0.995
C -1.149 -0.980 -1.463
N 0.269 -0.999 -2.008
O 0.704 -2.246 -2.529
C -1.537 -2.133 -0.422
C -2.078 -1.230 -2.658
C 1.945 -1.087 -0.079
H 3.228 0.766 -1.592
H 2.327 0.607 -3.117
H 3.180 -0.814 -2.401
H 1.677 1.650 -0.366
H 0.750 1.577 -1.885
H -0.638 2.181 -0.109
H -0.329 0.720 0.809
H -1.810 1.137 -1.797
H -2.428 0.599 -0.438
H -1.787 -3.003 -1.029
H -0.678 -2.373 0.204
H -2.350 -1.818 0.232
H -1.922 -2.226 -3.071
H -3.148 -1.220 -2.447
H -1.862 -0.577 -3.504
H 2.793 -0.560 0.359
H 2.400 -2.000 -0.463
H 1.166 -1.453 0.589
H 0.763 -1.983 -3.451
C -0.136 2.220 6.053
C -0.281 1.898 4.405
C 0.976 1.003 3.972
C 0.873 -0.487 4.338
C -0.453 -0.911 3.654
C -1.774 -0.251 4.221
N -1.518 1.176 4.047
O -2.624 1.929 4.539
C -2.969 -0.581 3.252
C -2.156 -0.675 5.667
C -0.217 3.193 3.682
H 0.729 2.873 6.164
H -0.218 1.347 6.701
H -1.000 2.854 6.251
H 1.277 1.164 2.937
H 1.845 1.146 4.615
H 0.827 -0.582 5.423
H 1.728 -0.940 3.835
H -0.651 -1.981 3.709
H -0.432 -0.718 2.581
H -2.767 -0.120 2.285
H -3.009 -1.660 3.099
H -3.911 -0.245 3.685
H -2.862 -1.486 5.490
H -1.351 -1.032 6.308
H -2.791 -0.005 6.247
H -0.470 4.099 4.234
H -0.621 3.182 2.670
H 0.806 3.428 3.388
H -2.797 1.435 5.343
C -2.635 5.609 1.991
C -3.898 4.768 1.681
C -3.454 3.423 1.143
O -4.448 4.568 2.971
H -1.931 4.991 2.549
H -2.644 6.435 2.702
H -1.998 5.719 1.113
H -4.563 5.354 1.046
H -2.736 3.634 0.352
H -4.217 2.688 0.882
H -2.913 2.870 1.911
H -3.821 3.932 3.325
C 2.484 -5.219 -1.867
C 1.128 -5.421 -2.368
C 0.646 -6.838 -2.411
O 0.266 -4.863 -1.347
H 2.519 -4.170 -1.572
H 3.268 -5.454 -2.586
H 2.818 -5.827 -1.026
H 0.870 -4.850 -3.260
H 0.963 -7.541 -1.640
H 1.005 -7.170 -3.385
H -0.434 -6.955 -2.492
H 0.111 -3.924 -1.474
C 4.163 -4.261 0.770
C 4.741 -4.079 2.232
C 4.043 -2.962 2.976
O 4.501 -5.301 2.886
H 4.284 -3.395 0.119
H 3.079 -4.377 0.793
H 4.531 -5.148 0.255
H 5.802 -3.878 2.085
H 4.470 -3.010 3.977
H 2.953 -2.983 2.960
H 4.467 -1.986 2.738
H 3.616 -5.581 2.641
C -0.355 6.096 -1.551
C 1.081 5.537 -1.597
C 1.722 5.450 -0.196
O 1.021 4.166 -2.091
H -0.166 7.155 -1.376
H -0.926 5.692 -0.716
H -1.018 5.725 -2.333
H 1.713 6.140 -2.249
H 1.191 4.831 0.527
H 1.870 6.467 0.166
H 2.724 5.089 -0.426
H 1.088 4.127 -3.048
C -4.453 2.864 -2.427
C -4.513 1.390 -2.833
C -5.745 0.614 -2.502
O -4.166 1.330 -4.201
H -4.504 3.014 -1.348
H -5.387 3.276 -2.809
H -3.604 3.388 -2.867
H -3.731 0.861 -2.290
H -5.548 -0.443 -2.678
H -6.612 1.028 -3.015
H -5.843 0.706 -1.420
H -4.439 0.456 -4.492
C 2.911 -3.422 -5.682
C 3.591 -2.026 -5.735
C 4.902 -1.983 -4.979
O 3.821 -1.674 -7.046
H 2.838 -3.884 -4.698
H 3.490 -4.085 -6.325
H 1.870 -3.408 -6.004
H 2.852 -1.415 -5.218
H 5.424 -1.028 -5.049
H 5.508 -2.866 -5.180
H 4.609 -2.176 -3.947
H 3.060 -2.018 -7.520
```

Results
Net charge: +1
ΔE to the lowest compared entry with this formula, charge and spin (kcal per mole): 61.3
Multiplicity: 2
Orbital gap (alpha / beta) (hartree): 0.304 / 0.133

(3)
Formula: C36H86N8O16P2
Source: the Open Molecules 2025 dataset
Level of theory: ωB97M-V/def2-TZVPD

```
148
C36H86N8O16P2 ωB97M-V/def2-TZVPD
C 3.016 7.018 0.230
C 2.854 5.499 0.111
C 1.384 5.079 -0.028
C 3.644 4.969 -1.127
C 3.775 3.441 -1.110
C 4.662 3.128 0.142
C 3.947 3.599 1.474
C 2.746 2.657 1.805
C 4.881 3.559 2.645
N 3.552 4.974 1.319
O 2.966 5.411 2.581
H 2.553 7.607 -0.663
H 2.565 7.489 1.121
H 4.083 7.291 0.322
H 0.878 5.448 0.798
H 0.901 5.601 -0.896
H 1.297 4.031 -0.134
H 3.098 5.287 -1.931
H 4.617 5.442 -0.994
H 2.825 2.905 -1.047
H 4.257 3.123 -2.088
H 5.639 3.594 -0.003
H 4.786 2.043 0.339
H 2.985 1.988 2.638
H 2.194 2.155 0.987
H 1.921 3.240 2.262
H 5.720 4.329 2.613
H 5.309 2.616 2.555
H 4.544 3.653 3.680
H 2.182 4.898 2.802
C 2.640 -4.468 -0.744
O 2.423 -5.394 0.350
P 3.138 -5.564 1.744
O 2.970 -4.399 2.573
O 2.398 -6.790 2.407
C 1.287 -6.546 3.273
O 4.538 -6.020 1.357
C 5.670 -6.168 2.250
H 3.674 -4.385 -1.003
H 2.210 -3.501 -0.494
H 2.038 -4.937 -1.531
H 0.630 -5.729 3.104
H 1.716 -6.334 4.240
H 0.698 -7.496 3.382
H 5.889 -5.265 2.785
H 6.480 -6.456 1.612
H 5.365 -6.953 2.927
C -1.863 1.518 3.290
O -2.535 2.533 2.555
P -3.794 2.266 1.627
O -3.632 1.032 0.824
O -5.053 2.240 2.587
C -5.214 3.271 3.550
O -3.980 3.586 0.895
C -2.920 4.198 0.079
H -0.785 1.924 3.358
H -1.747 0.575 2.813
H -2.377 1.320 4.227
H -4.364 3.341 4.232
H -6.088 3.020 4.069
H -5.275 4.203 3.040
H -2.787 3.499 -0.786
H -2.126 4.252 0.756
H -3.338 5.123 -0.273
C 3.943 -1.214 1.213
N 4.002 -0.877 -0.157
C 5.175 -1.022 -0.837
C 4.986 -0.910 -2.360
O 6.248 -1.263 -0.318
H 3.327 -0.430 1.744
H 4.969 -1.274 1.568
H 3.511 -2.160 1.464
H 3.178 -1.063 -0.705
H 4.283 -0.076 -2.591
H 4.517 -1.839 -2.729
H 5.986 -0.804 -2.820
C -1.176 -3.103 -0.989
N -1.145 -1.655 -0.740
C 0.060 -1.021 -0.735
C -0.153 0.434 -0.221
O 1.103 -1.534 -1.100
H -1.944 -3.574 -0.451
H -0.200 -3.468 -0.559
H -1.290 -3.293 -2.028
H -1.895 -1.196 -0.230
H 0.602 0.693 0.477
H -1.082 0.434 0.327
H -0.225 1.249 -0.990
C -6.496 -4.293 -2.369
N -6.386 -4.338 -3.818
C -5.693 -3.343 -4.438
C -5.391 -3.533 -5.864
O -5.400 -2.345 -3.747
H -7.033 -3.456 -2.014
H -5.483 -4.065 -2.043
H -6.966 -5.175 -1.975
H -6.652 -5.162 -4.336
H -4.314 -3.513 -5.943
H -5.914 -2.816 -6.431
H -5.777 -4.502 -6.115
C -1.989 -0.999 -4.480
N -3.307 -0.383 -4.399
C -3.385 0.843 -3.827
C -4.765 1.212 -3.479
O -2.420 1.571 -3.560
H -2.173 -2.012 -4.859
H -1.445 -1.142 -3.478
H -1.315 -0.517 -5.162
H -4.134 -0.927 -4.188
H -5.450 0.322 -3.367
H -5.127 2.032 -4.121
H -4.824 1.685 -2.464
C 0.542 -1.988 2.368
N 1.379 -1.903 3.608
C 1.325 -0.881 4.473
C 2.221 -0.949 5.626
O 0.738 0.193 4.338
H 1.217 -2.287 1.564
H 0.055 -0.981 2.208
H -0.276 -2.739 2.493
H 2.036 -2.662 3.756
H 2.014 -0.429 6.553
H 3.125 -0.435 5.256
H 2.482 -1.877 6.105
C -2.256 -4.846 3.159
N -3.121 -3.610 2.969
C -3.757 -3.471 1.778
C -4.641 -2.249 1.682
O -3.608 -4.275 0.854
H -1.375 -4.737 2.508
H -2.834 -5.745 2.989
H -1.920 -4.738 4.215
H -3.453 -3.095 3.751
H -4.834 -1.762 2.630
H -5.594 -2.497 1.182
H -4.118 -1.550 1.095
C -1.973 5.084 -5.115
N -0.968 4.083 -4.800
C 0.161 4.346 -4.105
C 0.934 3.139 -3.693
O 0.527 5.459 -3.869
H -2.708 4.685 -5.838
H -1.429 5.958 -5.515
H -2.585 5.409 -4.231
H -1.380 3.152 -4.645
H 0.649 2.798 -2.727
H 2.003 3.342 -3.495
H 0.812 2.314 -4.354
```

Results
Net charge: 0
SMILES string: CC1(C)CCCC(C)(C)N1O.COP(=O)(OC)OC.COP(=O)(OC)OC.CNC(C)=O.CNC(C)=O.CNC(C)=O.CNC(C)=O.CNC(C)=O.CNC(C)=O.CNC(C)=O
ΔE to the lowest compared entry with this formula, charge and spin (kcal per mole): 9.9
Orbital gap (hartree): 0.312

In eV, the E values for the records above are, in order, -89927.069 -58072.371 -101990.394.